Computed, not measured: 2 unconnected molecules or ions with the total composition C29H38N3O3S2 at a distorted geometry, with the ωB97M-V functional and the def2-TZVPD basis.

The geometry in ORCA input format:
```
! wB97M-V def2-TZVPD RIJCOSX def2/J DEFGRID3
* xyz -1 1
C 3.41241 -4.77376 1.09640
C 3.23204 -3.57285 0.04567
C 1.77827 -2.96597 0.08713
C 1.33780 -2.26053 -1.28256
C 1.88511 -0.76773 -1.34230
N 2.82387 -0.50709 -0.42589
N 3.34797 0.73996 -0.46176
O 4.33022 1.06100 0.40180
C 3.80194 1.53715 1.67086
C 4.01182 3.11060 1.70978
C 5.58130 3.39077 1.80640
C 2.88240 1.67664 -1.37608
C 1.88442 1.51624 -2.39190
C 1.27834 0.07842 -2.40713
C 0.21395 -0.35810 -3.45364
C -1.18014 -0.82075 -2.87355
C -1.61910 -0.11022 -1.54012
S -2.90802 -1.24891 -0.78167
C -3.90792 -0.28801 0.40523
S -3.31005 -0.14670 1.94765
N -5.19930 0.28732 -0.02534
C -6.18446 -0.78262 0.09756
C -6.94134 -1.22758 -1.09950
C -7.92010 -2.33324 -1.05125
C -8.19796 -3.05545 0.20253
C -7.46723 -2.62522 1.40414
C -6.48134 -1.52090 1.34760
C -5.54884 1.47614 0.72957
C -4.62341 2.64949 0.72434
C -4.86983 3.86928 1.48078
C -6.09617 3.97051 2.29690
C -7.06863 2.87400 2.31125
C -6.77784 1.64495 1.52585
H 2.45521 -4.98038 1.66514
H 4.15579 -4.46723 1.89339
H 3.80257 -5.69239 0.57841
H 3.56743 -3.89016 -0.97604
H 3.93197 -2.76454 0.41401
H 1.06955 -3.85107 0.18953
H 1.56909 -2.30786 0.96990
H 0.21686 -2.29938 -1.28435
H 1.71267 -2.86507 -2.16322
H 4.38900 1.05021 2.50745
H 2.72653 1.22177 1.72367
H 3.69425 3.48092 0.69196
H 3.41500 3.57479 2.53676
H 5.91809 4.03521 0.95070
H 5.76264 3.98255 2.74841
H 6.20412 2.46007 1.82021
H 3.37781 2.68570 -1.32912
H 1.57222 2.30880 -3.11290
H 0.05871 0.52812 -4.14080
H 0.62425 -1.19219 -4.10205
H -1.21867 -1.93605 -2.69660
H -1.97806 -0.61378 -3.64997
H -2.11483 0.87486 -1.74822
H -0.81628 -0.01670 -0.76650
H -6.78589 -0.75923 -2.10603
H -8.46498 -2.68628 -1.96828
H -8.91764 -3.90140 0.28337
H -7.62972 -3.10556 2.40233
H -5.92721 -1.21332 2.27233
H -3.69012 2.50813 0.11331
H -4.10867 4.68597 1.44598
H -6.28366 4.89234 2.91011
H -8.01652 2.95072 2.90624
H -7.55294 0.84414 1.57154
O 8.88634 -0.84507 0.22329
C 9.13487 0.40378 -0.05025
C 7.81301 1.07998 -0.78199
O 8.06565 2.32667 -1.06813
H 9.97775 0.61322 -0.73565
H 9.36017 1.07298 0.80237
H 6.97033 0.88151 -0.09052
H 7.57314 0.40841 -1.62855
*
```

## Properties
- energy (eV) = -62959.4092
- highest occupied orbital energy (Ha) = -0.0598
- max |F| (hartree/bohr) = 0.08578

Löwdin population analysis, charges in e, atoms 1 to 4: atom 1 (C): -0.130, atom 2 (C): -0.253, atom 3 (C): -0.229, atom 4 (C): -0.122